1.
Here is a structure of composition C17H11O4PdS4 from the OMol25 dataset. Energies are from wB97M-V/def2-TZVPD.

- HOMO-LUMO gap (spin up / spin down) (eV) = 7.04 / 6.44
- LUMO energy (spin up / spin down) (eV) = 2.62 / 0.98
- energy above the lowest of the compared OMol25 structures with the same formula, charge and spin (kJ/mol) = 0.00
- HOMO energy (spin up / spin down) (Eh) = -0.162 / -0.201

The geometry in ORCA input format:
```
! RIJCOSX wB97M-V def2-TZVPD def2/J DEFGRID3
* xyz -1 3
Pd -1.93730 0.17398 -1.79655
S -3.53315 0.92597 -3.44324
S -4.84841 -3.15944 -3.81845
S -2.74294 -2.02075 -2.08655
S -5.53655 -0.55844 -5.01757
O -0.34222 -0.38380 -0.16799
O 0.75198 2.95653 0.11285
O -0.86184 1.94880 -1.08430
O -6.69939 -2.83477 -5.66816
C -4.25692 -0.54099 -3.81456
C -3.93136 -1.77680 -3.24899
C 3.02438 1.13778 0.30861
C 0.09258 1.98353 -0.26120
C 0.51419 0.60753 0.38660
C 4.33303 0.79643 0.00056
C -0.68732 -0.29030 3.91481
C 3.58307 -1.26472 -0.94603
C 0.71058 1.63997 4.08302
C 0.30095 0.65471 1.90827
C -5.87996 -2.29387 -4.96913
C 0.88755 1.63838 2.70752
C 1.96834 0.27098 0.01975
C 2.27109 -0.92261 -0.63256
C -0.07180 0.67155 4.69979
C 4.62478 -0.41087 -0.62228
C -0.50590 -0.29247 2.53531
H 2.81318 2.10558 0.73367
H 5.64704 -0.67170 -0.87047
H -0.12243 -1.25068 0.18881
H 5.13108 1.49128 0.23628
H -0.21643 0.68009 5.77372
H 3.78127 -2.19944 -1.45788
H -1.32547 -1.03990 4.36833
H 1.44403 2.43571 2.24192
H 1.17713 2.41856 4.67611
H 1.48368 -1.59454 -0.94428
H -1.04051 -1.03125 1.95425
*
```

2.
Here is a structure of composition C31H32FN7O3Sn from the OMol25 dataset. Energies are from wB97M-V/def2-TZVPD.

- HOMO-LUMO gap (spin up / spin down) (eV) = 4.60 / 4.60
- LUMO energy (spin up / spin down) (eV) = -8.78 / -8.78
- energy above the lowest of the compared OMol25 structures with the same formula, charge and spin (kJ/mol) = 318.23
- HOMO energy (spin up / spin down) (Eh) = -0.492 / -0.492

The geometry in ORCA input format:
```
! RIJCOSX wB97M-V def2-TZVPD def2/J DEFGRID3
* xyz 2 1
Sn 13.93106 12.27870 9.26872
F 19.46572 16.51842 9.77777
O 15.33983 14.15789 8.70665
O 12.63673 13.62873 8.34055
O 11.60732 15.51307 7.87459
N 9.85962 10.57894 7.96421
N 9.83391 12.87730 7.35870
N 15.69716 13.49760 5.89574
N 12.07799 10.88148 9.05989
N 14.45465 11.19124 7.28400
N 8.18254 11.45036 6.66362
N 14.14098 17.87683 10.04382
C 14.32378 9.95275 7.57768
C 13.63784 19.15654 10.84331
C 14.73607 20.18753 10.64393
C 13.58904 15.67060 9.16570
C 18.18570 16.86829 9.74322
C 12.54105 14.88435 8.42380
C 15.91322 16.30853 9.53946
C 9.33325 11.61283 7.36346
C 17.26979 15.90956 9.45393
C 18.18074 11.62584 7.00391
C 15.50206 17.53211 10.10346
C 14.95780 15.29731 9.10202
C 14.85298 16.08988 6.23445
C 14.69078 11.26236 5.92588
C 12.22861 19.54317 10.48561
C 13.23103 16.92587 9.65815
C 16.47339 18.40388 10.53031
C 11.04132 10.78358 8.51408
C 16.70248 14.26164 5.85865
C 15.38008 12.26798 5.38080
C 14.64755 9.93299 5.33814
C 18.62701 16.16869 5.93895
C 16.34705 15.61251 5.95064
C 16.14942 19.73930 11.05691
C 18.41431 12.34790 5.69504
C 17.26622 16.57641 5.95916
C 18.14577 13.82830 5.81083
C 19.05151 14.86548 5.76470
C 14.35717 16.89470 5.01469
C 17.77728 18.13754 10.17660
C 14.30191 9.09736 6.43263
H 16.78425 20.49370 10.64202
H 18.63771 18.77456 10.49643
H 13.56981 18.78842 11.86652
H 14.24440 15.23042 6.37352
H 17.86803 11.87821 4.85269
H 17.04649 17.65015 5.97553
H 12.09039 19.56976 9.43321
H 17.23106 11.44746 7.44607
H 14.83907 9.73527 4.30448
H 15.01308 17.80313 4.75690
H 9.34791 13.62854 6.89928
H 14.48161 21.04483 11.25611
H 18.82345 12.07168 7.73538
H 7.92418 10.47855 6.66031
H 13.35452 17.21372 5.21262
H 15.73881 12.16906 4.32401
H 14.86076 16.77896 7.13075
H 14.38101 16.34380 4.02435
H 19.27262 17.03814 6.04099
H 7.67383 12.24418 6.31448
H 18.60815 10.65594 6.77532
H 12.01364 20.44093 10.93922
H 19.51785 12.07122 5.54866
H 12.15327 17.18078 9.79523
H 14.63202 20.67166 9.66957
H 17.52920 14.84947 9.26135
H 14.04327 8.05488 6.30325
H 14.12578 9.60549 8.59846
H 20.14666 14.75643 5.84252
H 10.53306 13.17768 7.99213
H 11.58455 18.79286 10.89904
H 16.28351 19.77329 12.19223
*
```

3.
Here is an isolated molecule of C5H7N from the OMol25 dataset. Energies are from wB97M-V/def2-TZVPD.

- SMILES string = C1[C@@H]2[C@@H]3CN1[C@H]23
- HOMO-LUMO gap (eV) = 10.28
- LUMO energy (eV) = 1.18
- energy above the lowest of the compared OMol25 structures with the same formula, charge and spin (kJ/mol) = 359.14
- HOMO energy (Eh) = -0.334

The geometry in ORCA input format:
```
! RIJCOSX wB97M-V def2-TZVPD def2/J DEFGRID3
* xyz 0 1
N 0.35189 0.97550 0.55265
C 0.46607 -1.02289 -0.09775
C 1.41198 0.15132 -0.12618
C -0.87875 1.01894 -0.42844
C -0.25729 -0.35425 1.02138
C -0.94761 -0.46719 -0.29273
H 2.26403 -0.03669 0.54643
H -0.61324 -0.58896 2.01663
H 1.77789 0.58537 -1.06001
H 0.64486 -2.08470 -0.23333
H -1.00777 1.43360 -1.44899
H -1.70767 -1.15632 -0.63570
H -1.57038 1.56909 0.21246
*
```

4.
Here is a structure of composition C19H13Cl4N4O3S2Ti from the OMol25 dataset. Energies are from wB97M-V/def2-TZVPD.

- HOMO-LUMO gap (spin up / spin down) (eV) = 5.50 / 7.17
- LUMO energy (spin up / spin down) (eV) = 2.12 / 1.93
- HOMO energy (spin up / spin down) (Eh) = -0.124 / -0.193

The geometry in ORCA input format:
```
! RIJCOSX wB97M-V def2-TZVPD def2/J DEFGRID3
* xyz -1 3
Ti 0.32409 0.46002 -0.13572
Cl 4.93573 1.81624 0.07970
Cl 1.19301 0.78385 -5.08083
Cl -3.95233 2.37327 -5.32619
Cl 4.60405 0.68979 -2.60114
S 0.58796 2.79314 0.77669
S 0.24553 3.71584 3.54187
O 4.00356 -1.30427 -0.37829
O 0.64596 0.66944 -2.09499
O 2.18191 -0.14680 0.20922
N -0.32096 1.23991 2.84025
N -1.59724 1.14277 -0.89822
N -0.38111 0.28921 1.82588
N -0.53077 -1.51788 -0.05749
C -1.09718 -3.67619 -0.91316
C -2.69602 1.39011 -0.22630
C -0.32585 1.03752 -2.86809
C -2.58484 1.85371 -4.36696
C -0.98094 -1.87862 1.19026
C 3.32364 -0.30697 -0.37759
C -0.88461 -0.88829 2.18518
C -1.58691 1.32167 -2.24634
C -0.33328 2.95654 5.06016
C -1.51060 -3.17513 1.40138
C -1.56723 -4.05887 0.36435
C -0.27964 1.14410 -4.24811
C -3.87497 1.82967 -0.86196
C 0.14751 2.36019 2.41696
C 3.81556 0.99333 -1.04265
C -3.89145 2.00067 -2.21485
C -1.40382 1.55865 -4.98395
C -0.59654 -2.40866 -1.06006
C -2.71940 1.74004 -2.96349
H -1.11391 -4.35346 -1.75413
H -1.35051 2.58277 4.96144
H -4.75178 2.02418 -0.25996
H -1.96903 -5.05243 0.52135
H -1.32090 1.64401 -6.05873
H -0.20953 -2.05552 -2.00997
H -1.86214 -3.44655 2.38859
H 0.31009 2.13324 5.36382
H 2.99740 1.68162 -1.21815
H -1.21904 -1.05643 3.20252
H -2.64599 1.24460 0.84592
H -4.78274 2.33370 -2.72919
H -0.30818 3.73952 5.81882
*
```

5.
Here is the ion C3H2NO2S2 with charge -1 from the OMol25 dataset. Energies are from wB97M-V/def2-TZVPD.

- HOMO-LUMO gap (eV) = 7.24
- LUMO energy (eV) = 3.24
- energy above the lowest of the compared OMol25 structures with the same formula, charge and spin (kJ/mol) = 310.05
- HOMO energy (Eh) = -0.147

The geometry in ORCA input format:
```
! RIJCOSX wB97M-V def2-TZVPD def2/J DEFGRID3
* xyz -1 1
S -2.60459 -0.50708 -0.00029
S 1.10781 2.07889 0.49004
O -2.88248 -1.26259 1.27417
O -2.51114 -1.41350 -1.13062
N -0.40193 1.40681 0.63935
C 2.03861 0.60961 -0.21229
C -0.61872 0.21709 0.34675
C 1.22947 -0.42647 -0.35830
H 3.18832 0.70297 -0.18905
H 1.45466 -1.40575 -0.85975
*
```

6.
Here is a cluster of 14 separate species, C43H110N18O14 in total from the OMol25 dataset. Energies are from wB97M-V/def2-TZVPD.

- HOMO-LUMO gap (eV) = 8.19
- LUMO energy (eV) = 0.04
- energy above the lowest of the compared OMol25 structures with the same formula, charge and spin (kJ/mol) = 731.44
- HOMO energy (Eh) = -0.299

The geometry in ORCA input format:
```
! RIJCOSX wB97M-V def2-TZVPD def2/J DEFGRID3
* xyz 0 1
O 10.23902 3.54903 -3.04362
O -7.08213 4.68860 1.83078
O -8.02796 -9.14959 -3.58994
O 5.92406 -3.21081 8.53439
O -5.31721 -2.34752 -3.02587
O 3.19984 -8.87208 -10.50051
O -4.87724 -2.45242 -14.97573
O 4.83720 -6.70353 -2.72031
O -8.02074 -1.59045 5.26178
O 0.75556 7.89944 -4.59397
O -3.01532 5.07755 7.20283
O -11.05572 -5.10904 -10.42324
O -6.20307 6.87270 -9.28156
O -12.97663 -1.12530 -2.40921
N -12.24534 -4.69814 -8.58957
N -11.01761 -3.17124 -9.26129
N 2.69042 7.47726 -5.63618
N -5.79254 7.37025 -7.07281
N -6.58153 -1.75012 6.95321
N -4.17162 7.39274 -8.43983
N 9.25002 2.53072 -3.32362
N 2.28955 6.74538 -3.63192
N -2.07696 6.05427 7.46777
N 1.39980 -9.19751 -9.15433
N -4.21361 -1.48073 -3.15721
N -6.76127 2.61206 0.98661
N 1.32497 -9.74019 -11.20526
N 6.23820 -4.57116 8.33282
N -7.18894 -3.47104 5.76251
N -11.87036 0.08178 -0.89369
N -6.28844 4.38187 -0.22696
N -12.30758 -2.03840 -0.48630
C -3.20271 0.38990 -4.62976
C -3.02500 -1.94365 -0.97468
C 1.87548 7.36170 -4.66745
C -0.10307 4.38242 7.30247
C 6.41887 -4.92140 6.85524
C 2.02858 -9.23936 -10.30485
C 10.68903 0.91265 -4.52532
C 7.93159 3.18800 -1.37785
C 9.54606 1.25843 -1.32098
C -4.25729 -0.71087 -4.50962
C -6.74127 3.94771 0.93193
C -0.91719 5.64839 5.28315
C 7.09598 -5.03106 9.38093
C -11.33194 -4.42721 -9.45934
C 0.20653 6.89356 7.22240
C -1.91204 -0.73946 -2.76066
C 8.47773 -4.30857 9.41721
C -5.44037 7.13675 -8.34133
C -1.82026 -0.14164 -4.19207
C 7.50584 -4.06380 6.18175
C -2.33258 -3.26336 -2.99168
C -5.66442 -0.02741 -4.68535
C -0.75714 5.76506 6.84225
C 7.39254 -6.52542 9.18290
C -2.27741 5.55701 9.95241
C 7.56261 0.09352 -3.65216
C -3.57684 7.43861 8.85736
C 8.49283 1.95658 -2.16565
C -7.32994 -2.22418 5.99327
C 7.37498 0.99788 -2.46774
C -1.21116 7.77537 9.14234
C 9.36807 1.71840 -4.57323
C 7.78549 -6.93323 7.74514
C 8.10050 0.89382 -4.83008
C 5.06885 -4.83683 6.03668
C 0.17969 7.43162 8.70842
C -2.25684 6.62735 8.86624
C -2.89420 -1.90549 -2.52722
C 6.83843 -6.44934 6.70656
C -4.09234 -1.72766 -5.71303
C 6.36030 -4.85489 10.76499
C 9.31428 2.69336 -5.77027
C -12.38972 -1.02316 -1.32589
H 1.82413 -8.86143 -8.30162
H -11.17403 -2.76292 -8.35084
H 0.56727 4.45473 8.15893
H 10.25133 3.24211 -5.67596
H 6.64375 -7.26483 9.46692
H 6.98037 -4.22513 11.40298
H 5.35977 -4.43241 10.67262
H -6.72649 7.01929 -6.91580
H -2.21172 -2.35580 -0.37735
H 8.02132 -7.99741 7.74791
H -3.03822 0.71771 -5.65621
H -1.35137 8.78894 8.76668
H 10.95815 0.66753 -5.55275
H -12.41146 -4.18367 -7.73644
H -3.78473 8.11083 8.02490
H -5.91287 0.54599 -5.57843
H -6.00419 5.32961 -0.42966
H -6.46379 -3.97562 6.25206
H 7.33674 -4.05522 5.10498
H 0.33450 -9.56187 -11.29039
H 7.32593 3.77757 -2.06608
H 9.12185 -4.59332 8.58527
H -5.11907 7.74805 -6.42180
H -3.36069 -2.45378 -5.35871
H 1.76099 6.69682 -2.77263
H 3.21702 6.34563 -3.64149
H 7.18156 0.33074 -1.62773
H 10.90476 3.05853 -2.55599
H -6.52609 -0.76198 7.15469
H 7.54122 -3.06673 6.62074
H -1.31257 5.54110 10.45930
H 9.90766 0.30865 -1.71502
H 1.20981 6.46858 7.19238
H -6.19812 -2.39686 7.62761
H 8.32109 -6.64820 9.74042
H -2.57533 4.58366 9.56263
H 0.00888 5.86605 4.75106
H 8.07493 -0.85040 -3.46609
H -4.44715 6.78800 8.77148
H 5.28619 -5.07089 4.99453
H -6.09422 3.65664 -0.90255
H -3.05247 5.71710 10.70192
H -8.98137 -9.23315 -3.57414
H 8.34132 -3.22837 9.36560
H -1.09906 7.88764 10.22074
H 9.04312 -4.47723 10.33371
H -12.79297 -2.88692 -0.74029
H 2.59379 8.18049 -6.35467
H -3.10078 -4.03316 -2.91826
H 11.53086 1.53721 -4.22642
H 8.75033 3.85089 -1.09797
H 7.33743 1.53045 -5.27787
H 8.52089 -4.44632 6.28887
H 8.77394 -6.53076 7.52357
H -3.53585 7.45185 -7.65727
H -6.38692 -0.84335 -4.70316
H -5.07291 -2.17467 -5.87663
H 4.34394 -5.57628 6.37705
H -11.72307 -1.95232 0.33287
H -5.07473 -3.03723 -3.64803
H -3.83306 7.32130 -9.38871
H 6.50105 1.61703 -2.67021
H 9.15961 1.15562 -0.30699
H 4.64819 -3.83648 5.93457
H -3.52656 1.24148 -4.03139
H 0.49917 3.92321 6.51854
H 8.52689 3.44471 -5.71033
H -10.48751 -2.74284 -10.00665
H -3.24179 -0.99589 -0.48190
H -1.54053 -3.55654 -2.30262
H 9.35278 2.30358 -6.78746
H -4.99747 -1.63345 -14.49506
H -3.84615 -2.60073 -0.68822
H -11.31926 0.05468 -0.04773
H -1.44664 6.53624 4.93745
H -5.86998 0.55114 -3.78472
H -1.82156 -3.21158 -3.95306
H 8.40632 0.16408 -5.57979
H -3.68413 -1.26567 -6.61194
H -6.26741 1.98308 0.36971
H 6.53842 -2.76416 7.94731
H -2.27104 0.07193 -2.12751
H -3.71437 7.76680 9.88763
H -1.31062 -0.87729 -4.81431
H 0.15744 7.67807 6.46726
H 0.42598 -9.46411 -9.18072
H 5.35347 -7.38820 -2.29495
H -1.10409 0.67758 -4.12815
H 6.20644 -5.79281 11.29860
H 0.44653 6.62417 9.39026
H -11.80615 0.89207 -1.49319
H -1.44424 4.72263 5.05233
H 6.61110 -0.32814 -3.97607
H 1.91678 -9.78043 -12.02272
H -5.59817 -2.46932 -15.60519
H 3.96411 -6.78836 -2.33721
H -3.57374 5.53950 6.57327
H 0.86249 8.24462 8.95524
H 7.34703 2.87427 -0.51300
H 7.19809 -6.49557 5.67865
H 10.56809 0.00815 -3.92921
H 10.41175 1.91155 -1.21095
H -12.74692 -5.55799 -8.76038
H -0.87548 -1.00662 -2.55505
H 5.96007 -7.09384 6.74112
H -0.88148 3.66605 7.56508
H 3.53303 6.94668 -5.46709
H -7.05141 2.10624 1.81127
H -7.73303 -9.61770 -2.80884
H -7.58202 -3.84740 4.91166
*
```

7.
Here is an isolated molecule of C2H4Br2 from the OMol25 dataset. Energies are from wB97M-V/def2-TZVPD.

- SMILES string = BrCCBr
- HOMO-LUMO gap (eV) = 11.07
- LUMO energy (eV) = 0.60
- energy above the lowest of the compared OMol25 structures with the same formula, charge and spin (kJ/mol) = 3.85
- HOMO energy (Eh) = -0.385

The geometry in ORCA input format:
```
! RIJCOSX wB97M-V def2-TZVPD def2/J DEFGRID3
* xyz 0 1
Br 6.35115 -8.30222 -22.50198
Br 1.88425 -7.54294 -21.53104
C 4.68004 -7.32598 -22.03802
C 3.56907 -8.33858 -22.07798
H 4.56277 -6.58906 -22.82620
H 4.83012 -6.85597 -21.07571
H 3.74816 -9.16474 -21.39062
H 3.43762 -8.80394 -23.05049
*
```

8.
Here is an isolated molecule of C4H9N from the OMol25 dataset. Energies are from wB97M-V/def2-TZVPD.

- SMILES string = C=C(C)NC
- HOMO-LUMO gap (eV) = 9.88
- LUMO energy (eV) = 1.11
- energy above the lowest of the compared OMol25 structures with the same formula, charge and spin (kJ/mol) = 98.05
- HOMO energy (Eh) = -0.322

The geometry in ORCA input format:
```
! RIJCOSX wB97M-V def2-TZVPD def2/J DEFGRID3
* xyz 0 1
N 0.98266 -0.26300 0.08726
C -0.51451 1.56668 -0.37586
C 1.02267 -0.59798 1.50944
C -0.20550 0.27718 -0.48317
C -1.05968 -0.68651 -1.26257
H -1.86861 -0.18408 -1.77680
H 1.75071 0.31278 -0.22594
H 1.96562 -1.12673 1.65716
H -0.38176 -1.17167 -1.96705
H -1.39992 -1.49265 -0.61792
H 1.11978 0.30281 2.13634
H -1.33760 1.98107 -0.93910
H 0.11685 -1.11193 1.80920
H -0.19070 2.19402 0.44899
*
```